Entry 1:
The following is a DFT calculation (ωB97M-V with the def2-TZVPD basis set) of C5H5NO2 in the gas phase.

Cartesian coordinates (Å):
O  -1.1755  1.8046  -0.9025
O  1.4515  -1.5872  0.8031
N  0.4110  0.3235  -0.0909
C  -1.7341  -0.5402  -0.0139
C  -0.8013  0.6727  -0.4028
C  -0.9400  -1.4279  0.3743
C  1.6015  1.0516  -0.0582
C  0.4900  -0.9988  0.4418
H  1.5639  1.6327  1.0535
H  2.3968  0.4190  -0.8091
H  -2.9973  -0.6496  -0.1733
H  -1.4416  -2.6590  0.3934
H  1.1750  1.9587  -0.6156

Properties
- SMILES string: CN1C(=O)C=CC1=O
- HOMO-LUMO gap: 9.8 eV
- LUMO energy: -0.475 eV

***

Entry 2:
The following is a DFT calculation (ωB97M-V with the def2-TZVPD basis set) of C5H8 in the gas phase.

Cartesian coordinates (Å):
C  -0.3545  0.3287  0.1721
C  -0.6329  0.4181  1.4928
C  1.0136  -0.0832  -0.2319
C  1.4363  -1.3365  -0.3514
C  -1.2701  0.6354  -0.9300
H  2.4398  -1.6182  -0.6638
H  -0.7723  1.2827  -1.6555
H  0.0588  0.1556  2.2819
H  0.7978  -2.2018  -0.3049
H  -1.6585  -0.2821  -1.3489
H  1.6772  0.7340  -0.4726
H  -2.1520  1.3128  -0.6206
H  -1.5449  0.8418  1.8748

Properties
- SMILES string: C=CC(=C)C
- HOMO-LUMO gap: 10.5 eV
- LUMO energy: 1.141 eV

***

Entry 3:
The following is a DFT calculation (ωB97M-V with the def2-TZVPD basis set) of C5H9NO2 in the gas phase.

Cartesian coordinates (Å):
O  3.0454  0.2484  1.0616
O  3.0619  -0.6281  -0.8525
N  2.4623  -0.1236  0.0708
C  -0.3689  -1.8704  0.5511
C  0.8132  1.4491  -0.7442
C  0.1847  -0.9653  -0.5084
C  0.6363  2.5458  -0.0418
C  1.0213  0.1022  0.0525
H  0.3286  -2.5072  1.0214
H  0.5640  2.4785  1.0355
H  -1.1089  -2.6488  0.0729
H  0.7803  -1.6998  -1.0115
H  -0.8846  -1.2425  1.2103
H  0.9329  0.4673  1.0652
H  -0.6971  -0.6251  -1.1683
H  0.8416  1.3662  -1.8241
H  0.4014  3.5947  -0.3796

Properties
- SMILES string: C=C[C@@H](CC)[N+](=O)[O-]
- HOMO-LUMO gap: 11.1 eV
- LUMO energy: 0.422 eV

***

Entry 4:
The following is a DFT calculation (ωB97M-V with the def2-TZVPD basis set) of a molecular structure, C23H28As2BrMoNTe.

Cartesian coordinates (Å):
Te  1.7957  0.0355  -0.7141
Mo  -0.2449  -0.5043  0.8786
Br  1.3811  -1.0350  3.0379
As  -1.0381  1.7444  1.7478
As  -2.1194  -0.0428  -0.8409
N  -0.8674  -2.1609  2.0136
C  -3.5033  3.8213  -1.6306
C  -1.5969  -0.3690  -2.6750
C  -3.8313  -0.9285  -0.6924
C  0.0104  -2.3783  3.0121
C  4.5688  -0.8714  -3.7719
C  4.5382  -0.5134  -1.3890
C  -1.9052  -3.0281  1.8774
C  -1.1255  -4.2907  3.7505
C  3.8614  -0.7098  -2.5867
C  -3.2629  2.4513  -1.6954
C  -2.4821  1.8449  -0.7224
C  -1.9584  2.6153  0.3200
C  -2.9622  4.5841  -0.6051
C  3.8038  -0.4444  -0.0799
C  -2.0554  -4.0956  2.7328
C  6.6311  -0.6344  -2.5530
C  -0.0510  -3.4043  3.9039
C  -0.0855  3.0251  2.8159
C  5.9554  -0.8468  -3.7436
C  2.3541  -0.7194  -2.6602
C  -2.1826  3.9844  0.3785
C  5.9273  -0.4498  -1.3718
C  -2.3927  0.9649  2.9133
H  -1.9407  0.6275  3.8444
H  1.9350  -0.0148  -3.3786
H  6.4610  -0.2731  -0.4457
H  -0.8563  3.6415  3.2783
H  0.5684  3.6298  2.1932
H  4.1529  0.3231  0.6093
H  -1.2274  -5.1275  4.4334
H  -3.1072  1.7632  3.1220
H  0.4846  2.5159  3.5888
H  -3.1475  5.6497  -0.5647
H  -3.7347  -1.9936  -0.8936
H  -4.1106  4.2933  -2.3926
H  -2.3759  0.0467  -3.3119
H  -2.8925  -4.7695  2.6042
H  3.6921  -1.3997  0.4360
H  -1.5212  -1.4397  -2.8547
H  6.5070  -0.9699  -4.6656
H  -2.6003  -2.8379  1.0724
H  1.8833  -1.6977  -2.7726
H  -1.7736  4.5916  1.1753
H  4.0521  -1.0062  -4.7150
H  -3.6898  1.8812  -2.5115
H  -4.4592  -0.4773  -1.4599
H  -2.9271  0.1469  2.4325
H  -0.6565  0.1269  -2.9019
H  7.7118  -0.5979  -2.5421
H  -4.2779  -0.7533  0.2835
H  0.6878  -3.5237  4.6867

Properties
- Charge: +4
- HOMO-LUMO gap (spin up / spin down): 4.1 / 4.7 eV
- Spin multiplicity: 3
- LUMO energy (spin up / spin down): -15.067 / -14.415 eV

***

Entry 5:
The following is a DFT calculation (ωB97M-V with the def2-TZVPD basis set) of C3H7O2 in the gas phase.

Cartesian coordinates (Å):
O  0.2633  -1.0531  1.1476
O  0.4766  0.1928  -0.8064
C  -1.6848  -0.1755  0.2021
C  1.6373  0.7529  -0.2432
C  -0.2273  -0.7458  -0.0075
H  -2.3435  -0.9917  0.4876
H  2.2379  0.0205  0.2882
H  -1.9523  0.2552  -0.7495
H  1.4179  1.5693  0.4560
H  2.1961  1.1884  -1.0616
H  -1.6221  0.6011  0.9596
H  -0.3992  -1.6141  -0.6729

Properties
- HOMO-LUMO gap (spin up / spin down): 10.8 / 8.3 eV
- Spin multiplicity: 2
- LUMO energy (spin up / spin down): 1.051 / -1.778 eV

***

Entry 6:
The following is a DFT calculation (ωB97M-V with the def2-TZVPD basis set) of a molecular structure, C40H52BN9O2Os.

Cartesian coordinates (Å):
Os  -0.0617  0.9638  0.4105
O  -2.0865  0.8471  0.1629
O  0.1444  -6.2750  -5.6577
N  1.9729  0.9972  0.2040
N  0.0919  2.9851  0.4329
N  -3.8632  -4.1344  -1.2355
N  1.0885  1.7306  3.1987
N  0.0376  0.9252  2.8276
N  0.9372  3.4884  1.3908
N  -3.4130  -5.1780  -1.6700
N  2.6420  1.6593  1.1932
N  -0.3447  -1.1173  0.2819
C  -1.2154  5.3183  -2.1708
C  -0.4666  0.4249  3.9768
C  0.2863  0.8946  5.0566
C  -2.0034  -6.6730  -2.8445
C  3.4277  0.6879  -2.9688
C  -4.2170  -1.8344  -0.9366
C  -1.2217  -1.7442  4.9105
C  0.1860  -3.4265  0.3368
C  -2.4071  -0.8517  2.9267
C  -2.5041  -0.3131  -0.2370
C  -1.4011  4.0006  -1.4048
C  -2.6636  0.2994  5.0973
C  2.6557  -0.1986  -1.9702
C  3.2309  -1.6198  -2.0089
C  -1.0360  -3.7523  -0.1915
C  2.8917  0.4098  -0.5978
C  -1.2031  -4.6065  -4.5612
C  -0.5153  4.0451  -0.1748
C  4.9715  2.0049  1.9996
C  -1.9698  -2.7332  -0.4820
C  1.1960  -0.2337  -2.4231
C  -1.0146  2.8704  -2.3643
C  4.1455  0.6371  -0.0472
C  3.9534  1.4388  1.0709
C  -3.8223  -0.5518  -0.6228
C  -1.5845  -1.4243  -0.1922
C  -1.1041  -6.9417  -3.8353
C  1.2519  1.7181  4.5324
C  -2.8742  3.8945  -0.9793
C  2.3040  2.4924  5.2543
C  -2.0841  -4.3326  -3.5456
C  1.5653  5.6673  2.4056
C  -3.3250  -2.9197  -0.9365
C  0.5120  -2.0815  0.5521
C  -2.4786  -5.3575  -2.6668
C  0.5699  -5.3125  -6.6328
C  -1.6770  -0.4631  4.1979
C  0.8069  4.8121  1.4508
C  -0.1112  5.1966  0.4794
C  -0.6983  -5.9142  -4.7091
B  1.8814  2.5634  2.1968
H  3.1554  -2.0208  -3.0219
H  0.6902  0.7257  -2.2761
H  0.1322  0.6778  6.1009
H  -2.5008  -3.3382  -3.4482
H  3.3082  0.2937  -3.9799
H  2.6394  5.5972  2.2306
H  -1.1957  1.8805  -1.9506
H  -1.8206  5.2938  -3.0784
H  -0.7116  -7.9372  -3.9943
H  3.3070  2.1941  4.9483
H  1.3717  5.3680  3.4362
H  -0.7212  -1.5276  5.8539
H  4.4923  0.7154  -2.7388
H  -3.3230  -1.3870  3.1866
H  -3.1513  4.7348  -0.3408
H  -3.5138  3.9199  -1.8646
H  -2.6825  0.0294  2.3488
H  5.9615  1.6630  1.7080
H  -1.7948  -1.5252  2.3290
H  1.2460  -5.8457  -7.2899
H  1.2631  6.7048  2.2867
H  -3.5207  -0.3377  5.3237
H  -0.3948  6.2094  0.2505
H  0.0345  2.9494  -2.6616
H  3.0512  1.7130  -2.9522
H  2.6850  -2.2896  -1.3386
H  4.9611  3.0946  1.9784
H  -2.2077  0.5969  6.0410
H  2.2097  2.3145  6.3230
H  -1.6220  2.9507  -3.2681
H  2.2080  3.5639  5.0788
H  0.9035  -4.1930  0.5950
H  1.4748  -1.7811  0.9462
H  -1.5419  6.1792  -1.5863
H  4.2823  -1.6380  -1.7213
H  -3.0273  1.2007  4.5991
H  -1.2909  -4.7918  -0.3424
H  -0.2829  -4.9442  -7.2022
H  -2.3622  -7.4527  -2.1843
H  -0.5281  -2.3134  4.2854
H  -0.1727  5.4692  -2.4567
H  0.6243  -1.0231  -1.9372
H  -0.9232  -3.8266  -5.2542
H  1.0967  -4.4877  -6.1522
H  4.7858  1.6875  3.0260
H  5.0971  0.3210  -0.4416
H  1.1693  -0.4357  -3.4954
H  -4.5249  0.2702  -0.6313
H  -5.2459  -2.0364  -1.2079
H  -3.0668  2.9735  -0.4351
H  -2.0866  -2.3751  5.1260
H  2.6801  3.2332  2.7699

Properties
- Charge: +2
- HOMO-LUMO gap (spin up / spin down): 5.7 / 4.0 eV
- Spin multiplicity: 5
- LUMO energy (spin up / spin down): -6.052 / -8.988 eV